90
Properties=species:S:1:pos:R:3:lowdin_charge:R:1 method="wB97M-V/def2-TZVPD" homo_lumo_gap_ev="8.15 / 8.48" lumo_energy_ev="-3.00 / -2.75" homo_ha="-0.4098 / -0.4127" s2=0.753 charge=+1 spin_multiplicity=2 e_above_lowest_kcal_mol=11.8
Ti -0.923 -0.061 0.189 0.753
O 2.086 -1.164 2.152 -0.015
C 2.973 -0.410 1.316 -0.319
C 2.185 -0.051 0.048 -0.528
O 2.673 0.112 -1.036 0.127
O 0.904 0.164 0.275 -0.206
C 3.344 0.913 1.988 -0.175
C 3.282 1.027 3.372 -0.028
C 3.660 2.205 3.998 -0.068
C 4.107 3.282 3.246 -0.086
C 4.168 3.175 1.863 -0.065
C 3.790 1.996 1.236 -0.025
C 4.184 -1.265 0.966 -0.142
C 5.485 -0.913 1.298 -0.005
C 6.536 -1.773 1.000 -0.061
C 6.290 -2.985 0.376 -0.071
C 4.990 -3.337 0.039 -0.057
C 3.944 -2.480 0.327 -0.027
H 2.614 -1.875 2.536 0.115
H 2.922 0.196 3.965 0.120
H 3.604 2.281 5.075 0.111
H 4.408 4.199 3.735 0.109
H 4.519 4.009 1.270 0.111
H 3.870 1.917 0.159 0.124
H 5.692 0.030 1.786 0.117
H 7.547 -1.489 1.259 0.109
H 7.109 -3.654 0.148 0.108
H 4.795 -4.281 -0.453 0.111
H 2.935 -2.760 0.050 0.075
C -0.330 1.481 2.836 -0.160
N -0.285 2.635 3.701 -0.069
C -1.648 3.053 4.019 -0.149
N -2.396 3.395 2.803 -0.077
C -2.434 2.231 1.947 -0.164
N -1.065 1.766 1.550 -0.143
C -0.375 2.937 0.901 -0.158
N -0.323 4.087 1.771 -0.071
C 0.395 3.723 2.997 -0.137
C -1.688 4.477 2.116 -0.151
H -0.848 0.657 3.328 0.122
H 0.679 1.166 2.580 0.106
H -1.615 3.925 4.672 0.134
H -2.163 2.243 4.540 0.133
H -2.999 2.460 1.038 0.126
H -2.922 1.418 2.486 0.111
H -0.920 3.190 -0.009 0.121
H 0.636 2.615 0.644 0.128
H 0.452 4.595 3.650 0.137
H 1.409 3.405 2.742 0.111
H -2.230 4.740 1.205 0.133
H -1.658 5.350 2.768 0.134
Cl -2.373 -1.690 -1.009 0.093
Ge 0.054 -2.214 -1.915 0.154
Cl -0.565 -3.289 -3.692 0.016
Cl 0.375 -3.936 -0.505 0.010
C -3.934 -3.682 1.959 -0.036
N -3.244 -2.407 2.111 -0.158
C -4.044 -1.259 1.754 -0.081
C -1.907 -2.344 2.338 -0.421
N -1.148 -1.396 1.836 0.033
N -1.388 -3.343 3.112 -0.144
C 0.049 -3.544 3.163 -0.059
C -2.092 -3.803 4.304 -0.037
H -4.419 -3.699 0.981 0.095
H -4.697 -3.817 2.729 0.095
H -3.225 -4.502 2.006 0.097
H -4.450 -1.365 0.747 0.058
H -3.443 -0.355 1.788 0.041
H -4.868 -1.141 2.463 0.104
H -0.216 -1.418 2.246 0.041
H 0.531 -2.854 3.869 0.099
H 0.483 -3.428 2.172 0.030
H 0.239 -4.561 3.502 0.102
H -3.108 -3.422 4.322 0.082
H -1.573 -3.444 5.197 0.098
H -2.122 -4.893 4.335 0.100
C -2.252 3.529 -4.997 -0.025
C -1.926 2.723 -3.780 -0.234
C -2.919 2.347 -2.875 0.007
C -2.585 1.573 -1.787 -0.148
N -1.329 1.169 -1.538 -0.100
C -0.364 1.520 -2.404 -0.099
C -0.629 2.289 -3.520 0.016
H -3.040 4.252 -4.793 0.089
H -2.611 2.868 -5.789 0.101
H -1.376 4.053 -5.374 0.087
H -3.948 2.643 -3.024 0.127
H -3.349 1.244 -1.092 0.104
H 0.637 1.168 -2.184 0.106
H 0.184 2.541 -4.187 0.128

87
Properties=species:S:1:pos:R:3:lowdin_charge:R:1 method="wB97M-V/def2-TZVPD" homo_lumo_gap_ev=8.03 lumo_energy_ev=-0.07 homo_ha=-0.2975 charge=0
C 1.802 -2.075 -1.345 -0.110
C 1.559 -1.169 -2.567 -0.687
Cl 3.035 -1.089 -3.578 0.629
C 1.156 0.264 -2.168 -0.240
O -0.073 0.697 -2.789 -0.321
S -1.442 0.368 -2.027 0.940
O -1.310 0.898 -0.695 -0.398
O -1.299 -1.243 -1.705 -0.417
N -1.701 -2.008 -2.867 0.024
H 0.984 -2.779 -1.231 0.068
H 2.716 -2.639 -1.503 0.053
H 1.910 -1.488 -0.436 0.077
H 0.744 -1.564 -3.163 0.074
H 1.099 0.386 -1.088 0.108
H 1.913 0.953 -2.526 0.105
H -2.696 -1.836 -2.998 0.067
H -1.602 -2.965 -2.545 0.095
N 3.532 -5.867 1.401 0.006
C 2.823 -4.721 1.633 -0.147
C 1.495 -5.010 1.477 -0.115
C 1.398 -6.387 1.137 -0.111
C 2.672 -6.887 1.100 -0.141
H 4.531 -5.948 1.446 0.144
H 3.316 -3.800 1.894 0.093
H 0.684 -4.312 1.597 0.088
H 0.497 -6.946 0.945 0.089
H 3.038 -7.877 0.887 0.105
N 5.403 -0.712 -0.461 0.017
C 6.110 0.409 -0.129 -0.149
C 6.186 0.466 1.239 -0.123
C 5.499 -0.669 1.750 -0.097
C 5.029 -1.374 0.675 -0.141
H 5.185 -1.005 -1.397 0.116
H 6.495 1.068 -0.889 0.109
H 6.680 1.235 1.811 0.095
H 5.364 -0.932 2.786 0.093
H 4.457 -2.284 0.618 0.082
N -0.510 0.398 2.120 0.009
C 0.388 1.355 2.499 -0.142
C 0.673 1.166 3.827 -0.115
C -0.086 0.047 4.265 -0.117
C -0.804 -0.402 3.188 -0.148
H -0.889 0.304 1.192 0.086
H 0.745 2.088 1.796 0.106
H 1.346 1.764 4.417 0.086
H -0.104 -0.376 5.256 0.087
H -1.495 -1.223 3.093 0.098
N 4.930 3.689 0.390 0.014
C 4.915 4.754 1.243 -0.132
C 4.865 5.895 0.487 -0.129
C 4.847 5.501 -0.878 -0.110
C 4.887 4.132 -0.903 -0.145
H 4.967 2.721 0.668 0.108
H 4.938 4.612 2.310 0.108
H 4.847 6.901 0.872 0.075
H 4.808 6.147 -1.740 0.090
H 4.887 3.440 -1.727 0.101
N -4.866 -1.536 -0.406 0.006
C -5.309 -1.676 0.881 -0.129
C -6.667 -1.841 0.840 -0.101
C -7.059 -1.796 -0.525 -0.122
C -5.925 -1.608 -1.271 -0.147
H -3.908 -1.396 -0.670 0.117
H -4.625 -1.645 1.711 0.107
H -7.310 -1.974 1.694 0.093
H -8.060 -1.887 -0.916 0.089
H -5.787 -1.516 -2.335 0.103
N -8.442 -4.726 -2.202 0.003
C -9.538 -4.818 -1.390 -0.147
C -10.505 -5.511 -2.068 -0.114
C -9.970 -5.851 -3.340 -0.115
C -8.695 -5.353 -3.391 -0.146
H -7.585 -4.261 -1.959 0.122
H -9.535 -4.386 -0.404 0.104
H -11.487 -5.749 -1.694 0.088
H -10.464 -6.398 -4.125 0.088
H -7.952 -5.392 -4.169 0.102
N 2.969 9.477 0.959 0.000
C 2.219 10.601 1.172 -0.147
C 0.902 10.259 1.021 -0.116
C 0.859 8.872 0.706 -0.111
C 2.150 8.418 0.677 -0.139
H 3.971 9.436 1.002 0.136
H 2.682 11.543 1.411 0.102
H 0.063 10.926 1.125 0.087
H -0.020 8.277 0.523 0.088
H 2.552 7.440 0.479 0.087

83
Properties=species:S:1:pos:R:3:lowdin_charge:R:1 method="wB97M-V/def2-TZVPD" homo_lumo_gap_ev=3.83 lumo_energy_ev=-2.97 homo_ha=-0.2497 charge=0
C -0.725 -3.115 4.342 -0.018
C -2.289 -3.578 4.656 -0.260
O -2.424 -4.524 5.624 -0.039
O -3.473 -3.009 3.954 -0.122
C -3.926 -4.000 2.950 -0.177
C -3.565 -3.336 1.463 -0.147
C -1.967 -3.648 1.216 -0.222
C -1.642 -3.808 -0.404 -0.186
C -0.313 -4.818 -0.474 -0.214
C 0.972 -3.901 -0.020 -0.200
C 1.575 -3.179 -1.404 -0.176
C 2.689 -2.036 -1.075 -0.134
C 2.206 -0.495 -1.064 -0.261
C 1.181 0.117 0.039 -0.143
O 1.111 -0.575 1.331 -0.181
C 0.198 0.321 2.121 -0.169
C 0.889 1.585 2.962 0.032
C -0.094 2.640 3.804 -0.032
C -1.735 2.482 3.820 -0.062
C -2.433 1.211 3.008 -0.042
C -1.435 0.168 2.166 -0.011
C 3.673 0.313 -1.027 -0.225
P 4.844 0.545 0.465 0.670
O 5.343 2.218 0.423 -0.349
Cl 6.639 -0.592 0.148 0.142
N 4.019 0.813 -2.290 0.059
C 2.985 0.566 -3.409 -0.060
C 1.681 0.253 -2.454 -0.218
C 0.248 -0.181 -3.113 -0.133
C -0.840 1.088 -3.182 -0.145
C -2.421 0.726 -2.781 -0.025
C -3.526 1.958 -2.782 -0.035
C -3.118 3.500 -3.167 -0.183
C -4.215 4.752 -3.123 -0.121
C -1.572 3.834 -3.598 -0.010
C -0.455 2.623 -3.602 -0.017
H -0.237 -3.910 3.606 0.093
H -0.714 -2.069 3.794 0.069
H -0.067 -3.015 5.315 0.105
H -3.331 -4.987 3.159 0.129
H -5.086 -4.199 2.971 0.136
H -3.806 -2.177 1.533 0.117
H -4.167 -3.860 0.586 0.116
H -1.654 -4.636 1.795 0.112
H -1.253 -2.790 1.600 0.076
H -1.322 -2.767 -0.891 0.103
H -2.577 -4.257 -0.945 0.105
H -0.202 -5.322 -1.535 0.115
H -0.460 -5.705 0.301 0.111
H 0.759 -3.135 0.837 0.097
H 1.789 -4.665 0.394 0.124
H 2.158 -4.065 -1.954 0.127
H 0.718 -2.870 -2.137 0.098
H 3.571 -2.154 -1.870 0.135
H 3.188 -2.271 -0.021 0.142
H 1.555 1.225 0.277 0.156
H 0.076 0.241 -0.350 0.151
H 2.068 1.702 2.917 0.103
H 0.407 3.552 4.370 0.097
H -2.426 3.243 4.388 0.083
H -3.610 1.050 2.978 0.090
H -1.993 -0.694 1.584 0.067
H 4.649 2.672 -0.139 0.061
H 4.912 1.359 -2.478 0.186
H 2.764 1.690 -3.739 0.148
H 3.272 -0.167 -4.273 0.151
H 1.442 1.339 -2.018 0.147
H -0.256 -0.940 -2.342 0.091
H 0.359 -0.724 -4.143 0.124
H -2.762 -0.370 -2.497 0.084
H -4.647 1.744 -2.475 0.087
H -3.883 5.432 -2.200 0.093
H -4.156 5.444 -4.066 0.081
H -5.302 4.380 -2.862 0.078
H -1.243 4.928 -3.899 0.105
H 0.685 2.834 -3.880 0.089
C 3.639 6.425 0.666 -0.066
C 2.697 5.414 0.035 -0.821
O 1.952 4.794 0.844 -0.122
O 2.781 5.325 -1.221 -0.135
H 3.520 6.456 1.753 0.057
H 4.676 6.158 0.440 0.056
H 3.434 7.423 0.267 0.063

90
Properties=species:S:1:pos:R:3:lowdin_charge:R:1 method="wB97M-V/def2-TZVPD" smiles="CN(CON=O)C(=O)OP(N)O.c1cc[nH]c1.c1cc[nH]c1.c1cc[nH]c1.c1cc[nH]c1.c1cc[nH]c1.c1cc[nH]c1.c1cc[nH]c1" homo_lumo_gap_ev=6.88 lumo_energy_ev=-1.04 homo_ha=-0.2912 charge=0
C 3.708 2.329 3.464 -0.107
N 4.742 2.763 2.423 -0.064
C 4.454 4.250 2.202 -0.149
O 5.716 5.041 2.370 -0.129
N 6.021 5.415 1.115 -0.025
O 6.851 4.595 0.734 0.030
C 4.561 1.996 1.117 -0.335
O 5.521 1.307 0.487 -0.032
O 3.236 2.070 0.483 -0.313
P 3.179 1.148 -1.010 0.917
N 1.431 1.261 -1.502 -0.179
O 3.453 -0.556 -0.735 -0.342
H 3.690 3.031 4.419 0.114
H 3.920 1.235 3.890 0.117
H 2.605 2.297 3.043 0.103
H 4.011 4.483 1.129 0.154
H 3.701 4.693 2.987 0.150
H 0.936 0.821 -0.670 0.040
H 1.201 2.294 -1.387 0.056
H 4.399 -0.825 -0.985 0.089
C -3.021 -1.007 -1.658 -0.125
C -1.827 -0.251 -1.581 -0.123
C -1.014 -0.661 -2.614 -0.139
N -1.674 -1.641 -3.309 0.010
C -2.901 -1.855 -2.737 -0.166
H -3.877 -0.939 -1.000 0.090
H -1.586 0.511 -0.851 0.079
H -0.025 -0.341 -2.912 0.069
H -1.312 -2.129 -4.118 0.160
H -3.581 -2.591 -3.144 0.120
C -4.645 -2.208 3.021 -0.110
C -4.482 -0.818 3.237 -0.113
C -3.370 -0.421 2.528 -0.158
N -2.854 -1.523 1.897 0.005
C -3.629 -2.616 2.187 -0.143
H -5.422 -2.842 3.429 0.089
H -5.108 -0.177 3.843 0.094
H -2.902 0.548 2.421 0.105
H -2.032 -1.528 1.308 0.139
H -3.390 -3.588 1.777 0.103
C -6.182 -7.459 4.914 -0.117
C -4.805 -7.244 5.160 -0.116
C -4.331 -6.431 4.155 -0.146
N -5.372 -6.152 3.309 -0.005
C -6.507 -6.770 3.767 -0.144
H -6.864 -8.051 5.510 0.091
H -4.223 -7.639 5.982 0.091
H -3.343 -6.030 3.969 0.103
H -5.313 -5.579 2.477 0.138
H -7.445 -6.668 3.238 0.104
C 2.910 -3.795 -4.173 -0.116
C 3.132 -3.057 -5.361 -0.117
C 2.739 -1.760 -5.117 -0.140
N 2.284 -1.691 -3.826 0.000
C 2.390 -2.926 -3.241 -0.151
H 3.110 -4.847 -4.015 0.091
H 3.535 -3.432 -6.293 0.091
H 2.743 -0.883 -5.751 0.106
H 1.928 -0.858 -3.375 0.098
H 2.085 -3.080 -2.215 0.105
C 11.242 2.671 3.089 -0.123
C 11.035 1.549 2.250 -0.122
C 10.047 1.886 1.352 -0.140
N 9.648 3.169 1.622 0.009
C 10.375 3.657 2.677 -0.144
H 11.949 2.750 3.905 0.088
H 11.551 0.599 2.296 0.088
H 9.594 1.323 0.547 0.106
H 8.930 3.676 1.122 0.111
H 10.212 4.662 3.043 0.104
C -5.461 4.504 0.847 -0.118
C -6.473 3.897 1.629 -0.116
C -6.207 2.546 1.667 -0.142
N -5.073 2.317 0.932 0.001
C -4.608 3.506 0.433 -0.148
H -5.365 5.557 0.613 0.091
H -7.306 4.391 2.112 0.091
H -6.727 1.731 2.151 0.104
H -4.645 1.413 0.782 0.119
H -3.713 3.540 -0.174 0.101
C -3.910 1.638 -6.813 -0.120
C -3.130 0.575 -6.297 -0.111
C -3.582 0.317 -5.022 -0.135
N -4.603 1.190 -4.750 0.010
C -4.814 1.995 -5.838 -0.145
H -3.822 2.093 -7.792 0.090
H -2.327 0.054 -6.801 0.088
H -3.264 -0.410 -4.287 0.059
H -5.121 1.232 -3.881 0.148
H -5.586 2.753 -5.825 0.104

82
Properties=species:S:1:pos:R:3:lowdin_charge:R:1 method="wB97M-V/def2-TZVPD" homo_lumo_gap_ev="5.87 / 5.87" lumo_energy_ev="-7.21 / -7.21" homo_ha="-0.4805 / -0.4805" charge=+2 e_above_lowest_kcal_mol=17.0
Pt 0.202 -0.986 -0.007 1.013
C 0.259 0.168 3.356 -0.198
As -0.419 0.735 1.638 1.162
C -2.267 1.188 2.013 -0.193
C 0.150 2.611 1.423 -0.280
C 1.073 3.060 0.297 -0.670
C 0.402 2.908 -1.064 -0.065
C 2.351 2.222 0.407 -0.300
As 2.267 0.399 -0.271 1.112
C 3.006 0.589 -2.038 -0.191
C 3.547 -0.506 0.852 -0.217
C 1.476 4.526 0.554 -0.366
As 0.283 6.141 0.500 1.160
C 0.098 6.348 -1.443 -0.340
C -1.526 5.448 0.853 -0.355
H 0.065 1.001 4.032 0.058
H 1.327 -0.032 3.321 0.033
H -0.274 -0.718 3.692 0.021
H -2.216 1.954 2.789 0.062
H -2.852 0.345 2.365 0.038
H -2.712 1.607 1.112 0.058
H 0.604 2.844 2.391 0.102
H -0.803 3.129 1.365 0.039
H 0.061 1.885 -1.258 0.035
H 1.082 3.196 -1.868 0.100
H -0.467 3.560 -1.128 0.062
H 2.660 2.142 1.454 0.094
H 3.180 2.695 -0.125 0.100
H 3.947 1.122 -1.896 0.060
H 2.333 1.190 -2.646 0.045
H 3.178 -0.371 -2.512 0.023
H 4.470 0.075 0.832 0.061
H 3.721 -1.506 0.474 0.026
H 3.173 -0.550 1.873 0.029
H 2.255 4.789 -0.169 0.073
H 1.957 4.580 1.536 0.067
H 1.090 6.439 -1.885 0.024
H -0.427 7.287 -1.618 0.024
H -0.449 5.549 -1.939 0.011
H -1.618 5.137 1.894 0.016
H -1.858 4.651 0.188 0.009
H -2.196 6.297 0.714 0.028
N -0.026 -2.929 1.038 0.047
C -0.759 -2.930 2.262 -0.260
C -0.207 -3.442 3.423 -0.015
C -0.932 -3.389 4.607 -0.048
C -2.201 -2.829 4.619 -0.044
C -2.743 -2.315 3.448 -0.016
C -2.028 -2.351 2.256 -0.160
C -2.579 -1.763 1.010 -0.219
C -3.914 -1.975 0.657 0.008
C -4.477 -1.385 -0.464 -0.031
C -3.719 -0.555 -1.273 -0.045
C -2.382 -0.329 -0.957 -0.122
C -1.841 -0.967 0.142 -0.361
H 0.904 -3.327 1.131 0.121
H -0.512 -3.417 0.282 0.100
H 0.775 -3.899 3.404 0.125
H -0.507 -3.794 5.515 0.121
H -2.770 -2.794 5.537 0.120
H -3.729 -1.867 3.462 0.127
H -4.511 -2.635 1.276 0.132
H -5.518 -1.566 -0.696 0.123
H -4.159 -0.067 -2.132 0.122
H -1.784 0.341 -1.566 0.103
C -1.528 -3.078 -3.791 0.013
C -0.502 -2.936 -2.709 -0.349
O -0.865 -2.907 -1.536 -0.019
C 0.936 -2.907 -3.031 -0.090
C 1.346 -3.375 -4.288 -0.010
C 2.671 -3.599 -4.592 -0.050
C 3.630 -3.368 -3.613 -0.040
C 3.262 -2.866 -2.379 -0.031
C 1.923 -2.598 -2.071 -0.318
O 1.729 -2.101 -0.827 -0.376
H -2.512 -2.896 -3.368 0.088
H -1.506 -4.092 -4.195 0.109
H -1.331 -2.396 -4.618 0.101
H 0.591 -3.606 -5.027 0.116
H 2.956 -3.975 -5.564 0.118
H 4.673 -3.571 -3.814 0.121
H 4.014 -2.693 -1.618 0.118